# 1
# C41H38AsCl4LuN7O7S3

A molecular structure, C41H38AsCl4LuN7O7S3 (ωB97M-V with the def2-TZVPD basis set, the OMol25 dataset).

Geometry as ORCA input:
```
! wB97M-V def2-TZVPD RIJCOSX def2/J DEFGRID3
* xyz 1 1
Lu -0.079 0.210 0.095
O 2.297 -5.564 0.489
C 1.576 -5.563 -0.617
O 1.366 -6.559 -1.260
C 0.989 -4.259 -1.053
C 0.275 -4.103 -2.224
N -0.150 -2.836 -2.268
N 0.228 -2.135 -1.201
C 0.937 -2.983 -0.455
C 1.572 -2.424 0.770
O 2.310 -3.103 1.473
O 1.278 -1.191 0.976
H 2.373 -4.669 0.908
H 0.085 -4.825 -3.001
H -0.687 -2.352 -2.989
S -4.208 -2.553 1.186
C -4.008 -2.577 -0.515
C -2.958 -1.800 -0.872
N -2.303 -1.192 0.173
C -2.876 -1.496 1.307
H -4.667 -3.149 -1.146
H -2.641 -1.608 -1.883
H -2.565 -1.096 2.260
N -5.451 3.921 -3.789
C -5.516 2.887 -2.941
S -6.877 1.982 -2.751
C -4.281 2.522 -2.207
C -3.022 2.626 -2.780
C -1.921 2.145 -2.090
N -1.993 1.593 -0.879
C -3.205 1.569 -0.297
C -4.355 2.000 -0.914
H -6.265 4.136 -4.339
H -4.657 4.537 -3.835
H -2.889 3.029 -3.775
H -0.931 2.228 -2.517
H -3.240 1.193 0.718
H -5.313 1.916 -0.424
O -0.665 0.477 2.074
As 0.508 -0.001 3.185
C 2.321 0.666 3.081
C 2.512 2.036 3.225
C 3.796 2.549 3.191
C 4.878 1.697 3.014
C 4.678 0.330 2.879
C 3.395 -0.193 2.916
C 0.441 -1.869 3.694
C 1.216 -2.218 4.795
C 1.263 -3.536 5.215
C 0.530 -4.503 4.543
C -0.254 -4.152 3.455
C -0.298 -2.834 3.028
C -0.076 0.783 4.876
C 0.802 1.276 5.836
C 0.314 1.719 7.057
C -1.046 1.668 7.326
C -1.927 1.183 6.369
C -1.439 0.734 5.153
H 1.652 2.684 3.354
H 3.959 3.614 3.297
H 5.882 2.099 2.974
H 5.525 -0.330 2.745
H 3.226 -1.257 2.801
H 1.785 -1.447 5.304
H 1.884 -3.812 6.057
H 0.580 -5.537 4.858
H -0.816 -4.909 2.924
H -0.883 -2.568 2.159
H 1.865 1.312 5.631
H 1.000 2.103 7.799
H -1.422 1.997 8.285
H -2.990 1.148 6.569
H -2.110 0.344 4.395
Cl -0.004 3.084 0.694
C -1.225 4.374 0.814
Cl -1.567 5.115 -0.754
H -0.820 5.141 1.462
H -2.142 3.949 1.206
C 3.329 0.707 -5.072
C 1.960 0.365 -5.557
C 1.629 0.226 -6.875
C 0.295 -0.099 -7.195
N -0.622 -0.274 -6.262
C -0.301 -0.141 -4.971
S -1.421 -0.375 -3.736
N 0.992 0.184 -4.633
C -0.122 -0.298 -8.613
H 4.076 0.436 -5.813
H 3.547 0.184 -4.141
H 3.397 1.783 -4.897
H 2.372 0.360 -7.647
H 1.186 0.326 -3.639
H 0.590 0.149 -9.303
H -1.116 0.112 -8.778
H -0.175 -1.370 -8.815
Cl 2.077 3.418 -2.630
C 3.007 2.353 -1.543
Cl 3.890 3.291 -0.352
C 1.991 1.396 -0.886
O 1.209 0.769 -1.659
O 1.925 1.308 0.347
H 3.728 1.817 -2.152
*
```

Summary:
Frontier orbital gap, Eh: 0.291
HOMO energy, eV: -10.56
ΔE to the lowest compared entry with this formula, charge and spin, kcal/mol: 14.38
Lowest unoccupied orbital energy, eV: -2.6
DFT total energy, a.u.: -9001.90484

# 2
# C26H34Cl2MgN3SSi2Te

A molecular structure, C26H34Cl2MgN3SSi2Te (ωB97M-V with the def2-TZVPD basis set, the OMol25 dataset).

Geometry as ORCA input:
```
! wB97M-V def2-TZVPD RIJCOSX def2/J DEFGRID3
* xyz 1 1
Mg 1.213 -0.731 -0.178
Cl 0.121 -2.725 -1.247
C 1.456 -3.399 -2.217
C 1.155 -4.588 -2.853
C 2.130 -5.180 -3.631
C 3.369 -4.570 -3.746
C 3.632 -3.381 -3.089
Cl 5.207 -2.696 -3.290
C 2.679 -2.732 -2.285
S 3.088 -1.208 -1.497
H 0.177 -5.034 -2.739
H 1.926 -6.109 -4.144
H 4.149 -5.013 -4.349
N -2.513 5.088 -2.550
C -3.182 5.776 -3.546
C -3.811 7.020 -3.568
C -4.387 7.390 -4.764
C -4.341 6.557 -5.901
C -3.716 5.332 -5.866
C -3.126 4.940 -4.661
N -2.441 3.774 -4.353
C -2.099 3.907 -3.105
C -1.347 2.872 -2.381
C -1.001 2.967 -1.037
C -0.299 1.934 -0.453
N 0.077 0.834 -1.120
C -0.252 0.753 -2.419
C -0.957 1.733 -3.077
H -2.364 5.407 -1.610
H -3.850 7.664 -2.700
H -4.888 8.346 -4.834
H -4.808 6.894 -6.816
H -3.675 4.687 -6.733
H -1.267 3.824 -0.433
H -0.025 1.991 0.594
H 0.084 -0.134 -2.942
H -1.206 1.632 -4.124
C 3.101 1.232 1.688
Si 2.649 0.502 3.346
C 3.217 1.628 4.696
C 3.433 -1.169 3.490
C 0.774 0.387 3.516
Te -0.291 -0.848 2.141
C 0.284 -2.753 2.928
Si -1.180 -3.789 3.545
C -2.099 -2.816 4.826
C -0.468 -5.334 4.265
C -2.255 -4.142 2.077
H 4.173 1.449 1.678
H 2.583 2.165 1.461
H 2.976 0.536 0.851
H 4.300 1.763 4.660
H 2.967 1.209 5.673
H 2.754 2.615 4.623
H 4.520 -1.054 3.508
H 3.193 -1.817 2.641
H 3.144 -1.684 4.409
H 0.318 1.377 3.428
H 0.485 0.004 4.497
H 1.003 -2.531 3.718
H 0.822 -3.274 2.133
H -1.458 -2.588 5.682
H -2.952 -3.388 5.199
H -2.489 -1.876 4.427
H 0.189 -5.096 5.106
H 0.115 -5.886 3.524
H -1.252 -5.998 4.634
H -2.528 -3.219 1.556
H -3.188 -4.628 2.372
H -1.746 -4.797 1.365
*
```

Summary:
Frontier orbital gap, Eh: 0.274
HOMO energy, eV: -10.50
ΔE to the lowest compared entry with this formula, charge and spin, kcal/mol: 0.00
Lowest unoccupied orbital energy, eV: -3.0
DFT total energy, a.u.: -3541.07237

# 3
# C5H14

2 unconnected molecules or ions with the total composition C5H14 (ωB97M-V with the def2-TZVPD basis set, the OMol25 dataset).

Geometry as ORCA input:
```
! wB97M-V def2-TZVPD RIJCOSX def2/J DEFGRID3
* xyz 0 1
C -0.646 -2.148 0.960
C -0.011 -0.890 1.336
C -0.361 -0.319 2.634
H -0.023 -3.023 0.906
H -1.368 -2.407 1.655
H -1.204 -2.219 -0.036
H -0.322 -0.167 0.657
H 1.056 -1.166 1.265
H -1.136 0.583 2.582
H 0.177 0.480 3.069
H -0.677 -1.089 3.342
C 0.677 1.340 -3.131
C 0.393 1.955 -1.653
H 1.698 1.093 -3.091
H 0.178 0.377 -3.194
H 0.105 1.917 -3.876
H 0.362 3.070 -1.825
H 1.265 1.668 -1.006
H -0.427 1.255 -1.325
*
```

Summary:
Frontier orbital gap, Eh: 0.421
HOMO energy, eV: -10.44
Structure (SMILES): CCC.CC
ΔE to the lowest compared entry with this formula, charge and spin, kcal/mol: 57.60
Lowest unoccupied orbital energy, eV: 1.0
DFT total energy, a.u.: -198.79736

# 4
# C4H5NO2

C4H5NO2 in the gas phase (ωB97M-V with the def2-TZVPD basis set, the OMol25 dataset).

Geometry as ORCA input:
```
! wB97M-V def2-TZVPD RIJCOSX def2/J DEFGRID3
* xyz 0 1
C -1.358 0.676 -0.162
N -0.252 1.359 -0.809
C 0.938 0.970 -0.855
O 1.594 -0.143 -0.371
C 0.874 -1.225 0.121
C 0.595 -1.315 1.408
O 0.295 -1.383 2.535
H -1.184 0.524 0.909
H -1.563 -0.301 -0.612
H -2.253 1.294 -0.269
H 1.692 1.584 -1.347
H 0.624 -2.038 -0.549
*
```

Summary:
Frontier orbital gap, Eh: 0.344
HOMO energy, eV: -9.11
Structure (SMILES): C/N=C\OC=C=O
ΔE to the lowest compared entry with this formula, charge and spin, kcal/mol: 65.36
Lowest unoccupied orbital energy, eV: 0.3
DFT total energy, a.u.: -360.56525

# 5
# H8O4

4 unconnected molecules or ions with the total composition H8O4 (ωB97M-V with the def2-TZVPD basis set, the OMol25 dataset).

Geometry as ORCA input:
```
! wB97M-V def2-TZVPD RIJCOSX def2/J DEFGRID3
* xyz 0 1
O 0.114 -1.806 -0.009
H 0.343 -2.111 0.923
H 0.786 -1.055 -0.256
O -2.155 -0.150 -0.014
H -1.601 -0.938 0.156
H -2.480 -0.287 -0.874
O -0.128 1.754 -0.004
H -0.911 1.204 -0.025
H -0.367 2.342 0.703
O 2.086 0.017 -0.017
H 1.490 0.765 0.071
H 2.824 0.265 -0.656
*
```

Summary:
Frontier orbital gap, Eh: 0.438
HOMO energy, eV: -11.09
Structure (SMILES): O.O.O.O
ΔE to the lowest compared entry with this formula, charge and spin, kcal/mol: 9.87
Lowest unoccupied orbital energy, eV: 0.8
DFT total energy, a.u.: -305.76348

# 6
# C4H8O

C4H8O in the gas phase (ωB97M-V with the def2-TZVPD basis set, the OMol25 dataset).

Geometry as ORCA input:
```
! wB97M-V def2-TZVPD RIJCOSX def2/J DEFGRID3
* xyz 0 1
C -1.853 -0.662 0.238
C -0.540 -0.257 0.802
C 1.905 -0.225 -0.440
C -0.067 1.026 0.215
O 0.584 0.199 -0.768
H -2.547 -0.400 1.057
H -2.199 -0.146 -0.673
H -1.937 -1.746 0.111
H 1.877 -1.064 0.258
H 2.479 0.598 0.001
H 2.369 -0.528 -1.381
H -0.766 1.683 -0.324
H 0.650 1.616 0.797
*
```

Summary:
Frontier orbital gap, Eh: 0.334
HOMO energy, eV: -8.13
ΔE to the lowest compared entry with this formula, charge and spin, kcal/mol: 102.84
Lowest unoccupied orbital energy, eV: 1.0
DFT total energy, a.u.: -232.28175